A cluster of 7 separate species, C32H65N3O8 in total, computed with ωB97M-V/def2-TZVPD.

Each line ends with the Löwdin charge.
Element x y z (Å)
O -1.160 0.631 3.150  0.139
C -0.231 0.383 2.434  -0.529
O 1.006 0.080 2.891  0.107
N -0.321 0.322 1.009  0.019
C -0.984 1.524 0.425  -0.140
C -0.770 2.827 1.174  -0.165
C -1.465 3.997 0.457  -0.156
C -0.603 4.690 -0.588  -0.137
N -0.668 4.126 -1.929  -0.106
C 0.212 4.481 -2.920  -0.112
C -0.086 3.774 -4.053  -0.098
C -1.194 2.952 -3.743  -0.095
C -1.531 3.196 -2.441  -0.113
C -0.871 -0.891 0.507  -0.215
C -0.758 -1.133 -0.860  0.005
C -1.271 -2.306 -1.373  -0.141
N -1.876 -3.244 -0.643  0.065
C -1.965 -2.999 0.662  -0.150
C -1.496 -1.853 1.289  0.006
H 1.587 0.859 2.840  0.100
H -0.550 1.641 -0.566  0.093
H -2.054 1.351 0.280  0.139
H 0.298 3.040 1.255  0.111
H -1.180 2.767 2.175  0.081
H -2.387 3.621 0.015  0.106
H -1.780 4.725 1.201  0.110
H -0.886 5.742 -0.648  0.123
H 0.439 4.664 -0.268  0.117
H 0.988 5.206 -2.745  0.114
H 0.410 3.833 -5.006  0.091
H -1.688 2.265 -4.408  0.084
H -2.316 2.747 -1.860  0.106
H -0.271 -0.410 -1.498  0.112
H -1.174 -2.505 -2.433  0.103
H -2.442 -3.760 1.266  0.108
H -1.617 -1.733 2.355  0.112
C 4.446 0.476 0.035  -0.050
C 3.024 0.993 0.166  -0.471
C 2.663 1.950 -0.957  -0.037
O 2.841 1.618 1.448  -0.074
H 5.159 1.305 0.079  0.082
H 4.679 -0.213 0.846  0.078
H 4.585 -0.043 -0.914  0.082
H 2.327 0.155 0.169  0.128
H 3.325 2.822 -0.943  0.087
H 1.639 2.305 -0.853  0.055
H 2.755 1.469 -1.931  0.083
H 3.433 2.375 1.510  0.098
C 3.123 -3.467 -3.572  -0.055
C 1.812 -2.775 -3.907  -0.501
C 1.492 -2.849 -5.392  -0.059
O 1.835 -1.416 -3.467  -0.067
H 3.951 -2.983 -4.100  0.080
H 3.319 -3.406 -2.502  0.071
H 3.101 -4.518 -3.862  0.082
H 1.008 -3.241 -3.336  0.125
H 2.271 -2.347 -5.973  0.080
H 0.545 -2.354 -5.605  0.078
H 1.428 -3.884 -5.730  0.080
H 2.537 -0.960 -3.942  0.081
C -2.916 4.207 4.888  -0.060
C -3.922 3.189 4.372  -0.498
C -4.353 2.220 5.463  -0.059
O -3.391 2.482 3.256  -0.065
H -2.013 3.697 5.237  0.082
H -2.627 4.895 4.093  0.071
H -3.323 4.787 5.718  0.078
H -4.800 3.713 3.987  0.136
H -3.489 1.657 5.827  0.082
H -5.077 1.506 5.073  0.079
H -4.801 2.746 6.308  0.078
H -2.608 1.999 3.555  0.040
C -4.408 2.952 -8.919  -0.065
C -3.643 2.070 -7.944  -0.504
C -4.367 1.950 -6.612  -0.065
O -2.322 2.571 -7.749  -0.059
H -4.509 3.962 -8.512  0.080
H -3.875 3.024 -9.867  0.078
H -5.408 2.560 -9.109  0.078
H -3.512 1.079 -8.380  0.136
H -4.453 2.935 -6.146  0.082
H -3.812 1.307 -5.929  0.073
H -5.372 1.544 -6.735  0.079
H -2.402 3.448 -7.358  0.084
C 1.605 -5.262 2.353  -0.054
C 2.320 -4.706 1.132  -0.495
C 3.087 -3.437 1.478  -0.055
O 1.404 -4.457 0.074  -0.057
H 0.880 -4.532 2.725  0.078
H 1.060 -6.172 2.098  0.081
H 2.303 -5.485 3.160  0.063
H 3.010 -5.454 0.738  0.137
H 2.397 -2.665 1.832  0.074
H 3.600 -3.048 0.597  0.069
H 3.825 -3.621 2.261  0.078
H 0.755 -3.804 0.360  0.059
C 3.116 -3.099 6.465  -0.060
C 2.087 -4.215 6.378  -0.501
C 1.574 -4.619 7.752  -0.063
O 2.624 -5.344 5.690  -0.063
H 3.984 -3.430 7.043  0.081
H 3.462 -2.822 5.469  0.074
H 2.701 -2.214 6.948  0.080
H 1.250 -3.886 5.761  0.135
H 2.397 -4.993 8.367  0.080
H 0.833 -5.413 7.664  0.079
H 1.119 -3.773 8.269  0.079
H 3.372 -5.677 6.198  0.088

## Properties
Orbital gap   8.733 eV
Highest occupied orbital energy   -0.3052 Ha
Energy   -55088.4623 eV
2S+1   1
E_LUMO   0.427 eV
SMILES string   O=C(O)N(CCCCn1cccc1)c1ccncc1.CC(C)O.CC(C)O.CC(C)O.CC(C)O.CC(C)O.CC(C)O